The following is a DFT calculation (wB97M-V/def2-TZVPD) of a cluster of 2 separate species, C4H11N3O2 in total in a non-equilibrium geometry.

```
! wB97M-V def2-TZVPD RIJCOSX def2/J DEFGRID3
* xyz 0 1
C 0.284 -1.574 3.028
C -0.946 -0.788 2.686
O -0.680 0.552 2.497
O -2.044 -1.171 2.439
H 0.181 -2.656 2.881
H 0.499 -1.506 4.093
H 1.112 -1.219 2.443
C -0.446 -0.539 -2.796
C 0.440 1.157 -1.242
N -0.387 0.055 -1.471
N 0.354 1.876 -0.206
N 1.373 1.405 -2.251
H -1.324 0.291 -1.138
H -0.237 1.560 0.548
H -0.015 1.073 2.976
H 2.176 1.931 -1.957
H 0.968 1.685 -3.131
H -1.014 0.078 -3.503
H -0.873 -1.531 -2.762
H 0.580 -0.679 -3.133
*
```

The HOMO energy comes out at -8.76 eV. Its calculated total energy is -473.75709 a.u. As for the energy relative to the best compared isomer or geometry (same formula, charge and spin): 28.7 kcal/mol. The molar mass is 133.15 Da. The lowest unoccupied orbital energy is 0.69 eV. For the orbital gap, the calculation gives 0.347 hartree.

The following is a DFT calculation (wB97M-V/def2-TZVPD) of a cluster of 2 separate species, C4H11N3O2 in total in a non-equilibrium geometry.

```
! wB97M-V def2-TZVPD RIJCOSX def2/J DEFGRID3
* xyz 0 1
C -3.217 1.139 -0.104
C -2.281 0.398 0.800
O -1.832 0.777 1.846
O -1.886 -0.728 0.164
H -3.118 0.806 -1.127
H -2.948 2.186 0.025
H -4.274 1.070 0.166
C 1.382 -1.386 -1.638
C 1.589 -0.119 0.377
N 1.082 0.354 1.549
N 0.968 -0.979 -0.334
N 2.886 0.270 0.058
H 0.102 0.257 1.783
H 1.527 1.185 1.922
H -1.055 -1.157 0.454
H 3.448 -0.273 -0.558
H 3.374 0.952 0.597
H 2.453 -1.568 -1.780
H 0.810 -0.786 -2.353
H 0.990 -2.399 -1.847
*
```

The HOMO energy comes out at -8.47 eV. Its calculated total energy is -473.77700 a.u. As for the energy relative to the best compared isomer or geometry (same formula, charge and spin): 16.2 kcal/mol. The molar mass is 133.15 Da. The lowest unoccupied orbital energy is 0.84 eV. For the orbital gap, the calculation gives 0.342 hartree.

The following is a DFT calculation (wB97M-V/def2-TZVPD) of a structure of composition C4H11N3O2 in a non-equilibrium geometry.

```
! wB97M-V def2-TZVPD RIJCOSX def2/J DEFGRID3
* xyz 0 1
C 0.188 -1.944 1.679
C 0.759 -1.256 -0.652
N 0.538 -0.955 0.641
N 1.051 -0.255 -1.455
N 0.944 -2.561 -0.985
H 0.190 -0.005 0.817
H 0.614 -2.927 1.518
H -0.887 -2.082 1.579
H 0.270 0.658 -1.295
H 1.111 -0.507 -2.434
H 0.652 -3.296 -0.375
H 1.459 -2.792 -1.811
H 0.504 -1.574 2.645
C -1.400 3.376 0.123
C -0.599 2.098 -0.060
O -0.197 1.432 0.914
O -0.424 1.708 -1.268
H -1.544 3.616 1.166
H -2.319 3.059 -0.377
H -0.909 4.208 -0.370
*
```

The HOMO energy comes out at -9.17 eV. Its calculated total energy is -473.78639 a.u. As for the energy relative to the best compared isomer or geometry (same formula, charge and spin): 10.3 kcal/mol. The molar mass is 133.15 Da. The lowest unoccupied orbital energy is 0.60 eV. For the orbital gap, the calculation gives 0.359 hartree.

The following is a DFT calculation (wB97M-V/def2-TZVPD) of a cluster of 2 separate species, C4H11N3O2 in total in a non-equilibrium geometry.

```
! wB97M-V def2-TZVPD RIJCOSX def2/J DEFGRID3
* xyz 1 2
C 2.160 1.729 -1.185
C 2.035 2.271 0.175
O 3.355 2.615 0.611
O 1.091 2.482 0.882
H 3.111 1.477 -1.653
H 1.691 2.258 -2.017
H 1.696 0.716 -1.286
C -2.877 -2.334 0.618
C -0.884 -1.163 0.020
N -0.271 -1.890 -0.843
N -1.941 -1.302 0.912
N -0.381 0.350 0.169
H -0.434 -2.943 -1.057
H 3.158 3.051 1.546
H -2.365 -0.486 1.220
H 0.211 0.407 0.935
H 0.092 0.659 -0.778
H -2.474 -3.033 -0.167
H -3.794 -1.948 0.368
H -3.180 -2.916 1.531
*
```

The HOMO energy (spin up / spin down) comes out at -14.38 / -14.30 eV. Its calculated total energy is -473.37583 a.u. As for the energy relative to the best compared isomer or geometry (same formula, charge and spin): 89.5 kcal/mol. The molar mass is 133.15 Da. The lowest unoccupied orbital energy (spin up / spin down) is -3.23 / -8.65 eV. For the orbital gap (spin up / spin down), the calculation gives 0.410 / 0.207 hartree.

The following is a DFT calculation (wB97M-V/def2-TZVPD) of an isolated molecule of C4H11N3S in a non-equilibrium geometry.

```
! wB97M-V def2-TZVPD RIJCOSX def2/J DEFGRID3
* xyz 0 1
C -0.136 2.579 -0.180
C -0.243 0.226 -0.685
C -0.395 -1.197 -0.018
C 0.692 -1.340 0.994
H -0.530 2.842 -1.184
H 0.989 2.645 -0.278
H -0.390 3.341 0.555
H -1.574 1.443 0.425
H 0.782 0.401 -1.059
H -0.863 0.145 -1.597
H -0.225 -1.879 -0.855
H -2.437 -1.359 -0.026
H -1.904 -0.633 1.271
H 0.476 -1.176 2.055
H 3.649 -2.372 -0.349
N -0.573 1.311 0.279
N -1.654 -1.413 0.629
N 1.897 -1.670 0.806
S 2.442 -1.893 -0.783
*
```

The HOMO energy comes out at -8.79 eV. Its calculated total energy is -721.40690 a.u. As for the energy relative to the best compared isomer or geometry (same formula, charge and spin): 38.7 kcal/mol. The molar mass is 133.22 Da. The lowest unoccupied orbital energy is 0.85 eV. For the orbital gap, the calculation gives 0.354 hartree.

The following is a DFT calculation (wB97M-V/def2-TZVPD) of a cluster of 2 separate species, C4H11N4 in total in a non-equilibrium geometry.

```
! wB97M-V def2-TZVPD RIJCOSX def2/J DEFGRID3
* xyz 1 1
C -0.703 -0.536 -0.794
C 2.962 0.258 -0.215
C -0.451 0.625 0.022
C 3.823 -0.565 0.735
N 1.762 0.601 -0.072
N 0.760 1.126 0.274
N -1.949 -0.929 -0.948
N -3.747 0.648 0.513
H 0.170 -1.082 -1.244
H 3.262 0.353 -1.297
H -1.386 1.091 0.205
H 4.906 -0.495 0.532
H 3.560 -1.594 0.525
H 3.633 -0.258 1.793
H -2.615 -0.306 -0.457
H -2.136 -1.743 -1.396
H -4.121 0.502 1.456
H -4.493 0.673 -0.140
H -3.238 1.632 0.507
*
```

The HOMO energy comes out at -12.69 eV. Its calculated total energy is -377.69231 a.u. As for the energy relative to the best compared isomer or geometry (same formula, charge and spin): 84.4 kcal/mol. The molar mass is 115.16 Da. The lowest unoccupied orbital energy is -4.33 eV. For the orbital gap, the calculation gives 0.307 hartree.